Computed, not measured: a molecular structure, C37H53N3O2P3PdS in a non-equilibrium geometry, with ωB97M-V with the def2-TZVPD basis set.

## Properties
- Electronic energy: -89968.889 eV
- HOMO (alpha / beta): -9.56 / -10.56 eV
- Orbital gap (alpha / beta): 7.438 / 5.929 eV
- Maximum force: 2.0 eV/A

Geometry as ORCA input:
```
! RIJCOSX wB97M-V def2-TZVPD def2/J DEFGRID3
* xyz 1 5
Pd -0.269 -0.972 0.166
C -0.646 -3.868 3.450
C -0.362 -2.436 4.068
C 0.648 -2.862 5.155
P 0.263 -1.099 2.848
C 0.108 0.439 3.930
C 0.728 0.391 5.328
C 0.568 1.728 3.254
C 2.064 -1.363 2.534
C 2.931 -1.662 3.589
C 4.274 -1.955 3.412
C 4.809 -1.966 2.135
C 3.999 -1.634 1.073
C 2.645 -1.280 1.247
N 1.916 -1.018 0.101
C 2.394 -0.221 -0.892
C 3.550 0.588 -0.761
C 4.019 1.361 -1.799
C 3.362 1.343 -3.023
C 2.222 0.563 -3.175
C 1.703 -0.203 -2.139
P 0.156 -1.179 -2.330
C 0.625 -2.682 -3.290
C 1.696 -2.480 -4.362
C 1.066 -3.787 -2.325
C -1.052 -0.267 -3.395
C -1.495 1.052 -2.768
C -0.757 -0.074 -4.886
H -0.988 -4.464 4.297
H -1.303 -4.045 2.614
H 0.314 -4.266 3.118
H -1.262 -2.004 4.503
H 1.422 -3.498 4.734
H 1.126 -2.043 5.678
H 0.119 -3.451 5.908
H -0.979 0.510 4.064
H 1.804 0.213 5.289
H 0.580 1.364 5.801
H 0.269 -0.346 5.982
H 1.655 1.732 3.133
H 0.101 1.872 2.298
H 0.309 2.565 3.904
H 2.548 -1.661 4.592
H 4.890 -2.192 4.269
H 5.843 -2.231 1.967
H 4.393 -1.665 0.066
H 4.055 0.620 0.195
H 4.899 1.973 -1.653
H 3.731 1.929 -3.854
H 1.730 0.549 -4.134
H -0.311 -3.000 -3.764
H 2.657 -2.244 -3.900
H 1.816 -3.409 -4.921
H 1.463 -1.693 -5.077
H 1.983 -3.503 -1.803
H 0.314 -3.995 -1.565
H 1.266 -4.703 -2.884
H -1.910 -0.950 -3.341
H -0.685 1.786 -2.745
H -2.312 1.470 -3.359
H -1.858 0.891 -1.757
H 0.045 0.640 -5.064
H -0.519 -1.006 -5.396
H -1.649 0.334 -5.365
S -0.902 5.965 0.138
C -0.666 4.194 0.166
C 0.595 3.641 -0.018
C 0.721 2.264 -0.010
N -0.303 1.434 0.191
C -1.512 1.969 0.371
C -1.736 3.338 0.376
C -1.177 6.103 -1.624
C -2.454 5.985 -2.151
C -2.610 6.090 -3.526
N -1.602 6.304 -4.367
C -0.385 6.430 -3.847
C -0.118 6.340 -2.487
H 1.462 4.270 -0.163
H 1.682 1.791 -0.100
H -2.322 1.263 0.512
H -2.733 3.725 0.532
H -3.307 5.816 -1.509
H -3.595 6.001 -3.970
H 0.420 6.614 -4.548
H 0.890 6.456 -2.112
O -0.257 -3.097 0.316
C -3.611 -3.427 -0.246
P -3.648 -1.782 0.465
C -3.489 -1.909 2.210
C -5.299 -1.207 0.041
O -2.609 -0.809 -0.035
H -4.436 -4.013 0.163
H -2.652 -3.891 -0.015
H -3.733 -3.353 -1.328
H -4.239 -2.573 2.650
H -3.630 -0.905 2.622
H -2.553 -2.296 2.480
H -6.048 -1.905 0.418
H -5.382 -1.142 -1.043
H -5.486 -0.222 0.471
*
```

Mulliken population analysis, charges in e, atoms 1 to 99: atom 1 (Pd): 0.5169, atom 2 (C): -1.5422, atom 3 (C): 0.6638, atom 4 (C): -2.1793, atom 5 (P): 0.9726, atom 6 (C): 0.7088, atom 7 (C): -1.6919, atom 8 (C): -1.6101, atom 9 (C): 0.4871, atom 10 (C): -1.1304, atom 11 (C): -1.3849, atom 12 (C): -0.9842, atom 13 (C): -0.3368, atom 14 (C): -0.4552, atom 15 (N): 1.2363, atom 16 (C): -0.6590, atom 17 (C): 0.3979, atom 18 (C): -1.2020, atom 19 (C): -0.9966, atom 20 (C): -0.6430, atom 21 (C): 0.2603, atom 22 (P): 1.3184, atom 23 (C): 0.5621, atom 24 (C): -1.5877, atom 25 (C): -1.3506, atom 26 (C): 0.7296, atom 27 (C): -1.2553, atom 28 (C): -1.6777, atom 29 (H): 0.4777, atom 30 (H): 0.1776, atom 31 (H): 0.4555, atom 32 (H): 0.6176, atom 33 (H): 0.4852, atom 34 (H): 0.4350, atom 35 (H): 0.5145, atom 36 (H): 0.4662, atom 37 (H): 0.2599, atom 38 (H): 0.5134, atom 39 (H): 0.3613, atom 40 (H): 0.3058, atom 41 (H): 0.1669, atom 42 (H): 0.5534, atom 43 (H): 0.5483, atom 44 (H): 0.4693, atom 45 (H): 0.4252, atom 46 (H): 0.6222, atom 47 (H): 0.6267, atom 48 (H): 0.4538, atom 49 (H): 0.4950, atom 50 (H): 0.1930, atom 51 (H): 0.5764, atom 52 (H): 0.2691, atom 53 (H): 0.4971, atom 54 (H): 0.3279, atom 55 (H): 0.2385, atom 56 (H): 0.2113, atom 57 (H): 0.5375, atom 58 (H): 0.4408, atom 59 (H): 0.2747, atom 60 (H): 0.6170, atom 61 (H): -0.1678, atom 62 (H): 0.3105, atom 63 (H): 0.3756, atom 64 (H): 0.4751, atom 65 (S): -0.0935, atom 66 (C): -0.6446, atom 67 (C): -1.0658, atom 68 (C): -0.7137, atom 69 (N): 1.8300, atom 70 (C): -0.4737, atom 71 (C): -0.9194, atom 72 (C): 0.4161, atom 73 (C): -0.1726, atom 74 (C): -0.4416, atom 75 (N): -0.5765, atom 76 (C): -0.4364, atom 77 (C): -0.1456, atom 78 (H): 0.6258, atom 79 (H): 0.3712, atom 80 (H): 0.1956, atom 81 (H): 0.5186, atom 82 (H): 0.3843, atom 83 (H): 0.3791, atom 84 (H): 0.3746, atom 85 (H): 0.3886, atom 86 (O): -0.5342, atom 87 (C): -1.2076, atom 88 (P): 1.1553, atom 89 (C): -0.5515, atom 90 (C): -1.4131, atom 91 (O): -0.6132, atom 92 (H): 0.4551, atom 93 (H): 0.2206, atom 94 (H): 0.3962, atom 95 (H): 0.5194, atom 96 (H): 0.3585, atom 97 (H): -0.5192, atom 98 (H): 0.4365, atom 99 (H): 0.3808